w:
{
  "formula": "C3H4OSi",
  "method": "ωB97M-V/def2-TZVPD",
  "mol_weight_g_mol": 84.15,
  "smiles": "C#CC(=O)[SiH3]",
  "gap_ev": 9.4,
  "charge": 0,
  "homo_energy_ev": -9.71,
  "symbols": ["C", "C", "C", "O", "Si", "H", "H", "H", "H"],
  "coordinates": [[1.995, 1.307, 0.001], [1.360, 0.310, -0.026], [0.469, -0.836, -0.005], [0.728, -2.044, 0.016], [-1.403, -0.326, 0.004], [2.324, 2.299, -0.065], [-1.875, 0.622, 1.057], [-1.333, 0.312, -1.283], [-2.264, -1.644, 0.301]]
}

***

x:
{
  "formula": "C3H4OSi",
  "method": "ωB97M-V/def2-TZVPD",
  "mol_weight_g_mol": 84.15,
  "smiles": "C#CC(=O)[SiH3]",
  "gap_ev": 9.4,
  "charge": 0,
  "homo_energy_ev": -10.09,
  "symbols": ["C", "C", "C", "O", "Si", "H", "H", "H", "H"],
  "coordinates": [[-2.207, -1.177, 0.159], [-1.464, -0.239, 0.014], [-0.324, 0.640, -0.207], [-0.538, 1.955, -0.263], [1.543, 0.330, 0.023], [-2.968, -1.975, 0.382], [1.808, 0.002, 1.441], [1.972, -0.928, -0.751], [2.178, 1.392, -0.797]]
}

***

y:
{
  "formula": "C3H4OSi",
  "method": "ωB97M-V/def2-TZVPD",
  "mol_weight_g_mol": 84.15,
  "gap_ev": 11.5,
  "charge": 0,
  "homo_energy_ev": -10.62,
  "symbols": ["C", "C", "C", "O", "Si", "H", "H", "H", "H"],
  "coordinates": [[1.213, 1.645, -0.113], [0.141, 1.119, 0.016], [1.762, -3.592, -0.872], [2.507, -2.993, -1.467], [-1.509, 0.594, 0.480], [2.075, 2.193, 0.166], [-1.821, 0.255, 1.854], [-2.481, 1.562, -0.142], [-1.886, -0.782, 0.078]]
}

***

Verdict on stability: x comes out at the bottom.

***

w:
{
  "formula": "C6H10OS",
  "method": "ωB97M-V/def2-TZVPD",
  "mol_weight_g_mol": 130.21,
  "gap_ev": 9.2,
  "charge": 0,
  "homo_energy_ev": -8.41,
  "symbols": ["C", "C", "C", "C", "C", "C", "H", "H", "H", "H", "H", "H", "H", "H", "H", "H", "O", "S"],
  "coordinates": [[-1.265, 0.145, -1.752], [-0.380, -0.792, -0.966], [-0.009, -0.007, 0.286], [1.039, -0.626, 1.144], [1.899, 0.545, 0.758], [-1.226, 0.492, 0.839], [-1.898, -0.519, -2.418], [-0.663, 0.772, -2.398], [0.633, -0.916, -1.472], [-0.740, -1.887, -0.797], [0.761, -0.715, 2.222], [1.307, -1.598, 0.776], [2.773, 0.317, 0.209], [2.185, 1.361, 1.499], [-1.188, 1.274, 1.548], [-1.875, -0.301, 1.269], [0.843, 1.178, -0.086], [-2.195, 1.278, -0.662]]
}

***

x:
{
  "formula": "C6H10OS",
  "method": "ωB97M-V/def2-TZVPD",
  "mol_weight_g_mol": 130.21,
  "gap_ev": 9.3,
  "charge": 0,
  "homo_energy_ev": -8.47,
  "symbols": ["C", "C", "C", "C", "C", "C", "H", "H", "H", "H", "H", "H", "H", "H", "H", "H", "O", "S"],
  "coordinates": [[-1.532, 0.058, 1.303], [-0.755, -0.021, 0.020], [-1.733, -0.068, -1.135], [1.635, 0.597, -0.518], [2.700, -0.280, 0.149], [1.220, -0.528, 0.384], [-2.057, 0.918, 1.313], [-0.892, 0.186, 2.190], [-2.150, -0.866, 1.219], [-1.184, -0.061, -2.075], [-2.279, 0.966, -1.286], [-2.693, -0.827, -1.181], [1.702, 0.630, -1.652], [3.538, -0.209, 0.727], [3.135, -0.786, -0.755], [0.975, -0.156, 1.414], [0.066, -1.192, -0.168], [0.305, 1.640, 0.051]]
}

***

Verdict on stability: x comes out at the bottom.

***

w:
{
  "formula": "C22H23N3O4",
  "method": "ωB97M-V/def2-TZVPD",
  "mol_weight_g_mol": 393.44,
  "smiles": "COc1cc(/C=N/NC(=O)C(=O)/C=C2\\NC(C)(C)Cc3ccccc32)ccc1O",
  "gap_ev": 7.4,
  "charge": 0,
  "homo_energy_ev": -7.68,
  "symbols": ["C", "O", "C", "C", "C", "C", "N", "N", "C", "O", "C", "O", "C", "C", "N", "C", "C", "C", "C", "C", "C", "C", "C", "C", "C", "C", "C", "C", "O", "H", "H", "H", "H", "H", "H", "H", "H", "H", "H", "H", "H", "H", "H", "H", "H", "H", "H", "H", "H", "H", "H", "H"],
  "coordinates": [[-5.313, -4.794, 4.023], [-5.523, -3.796, 4.990], [-4.839, -2.607, 4.851], [-3.957, -2.298, 3.837], [-3.321, -1.051, 3.807], [-2.401, -0.762, 2.729], [-1.802, 0.366, 2.681], [-0.938, 0.678, 1.695], [-0.503, -0.007, 0.609], [-0.831, -1.133, 0.278], [0.490, 0.843, -0.179], [0.770, 1.982, 0.245], [1.009, 0.231, -1.338], [1.934, 0.850, -2.162], [2.327, 2.096, -1.897], [3.308, 2.835, -2.663], [3.074, 4.324, -2.413], [4.721, 2.438, -2.214], [3.093, 2.490, -4.143], [3.079, 1.002, -4.338], [3.613, 0.414, -5.472], [3.586, -0.961, -5.632], [3.028, -1.759, -4.648], [2.488, -1.185, -3.513], [2.496, 0.198, -3.350], [-3.588, -0.124, 4.813], [-4.471, -0.429, 5.829], [-5.103, -1.663, 5.862], [-5.969, -1.958, 6.862], [-5.613, -4.456, 3.027], [-4.266, -5.113, 4.000], [-5.939, -5.633, 4.324], [-3.743, -3.009, 3.054], [-2.259, -1.544, 1.986], [-0.534, 1.610, 1.786], [0.641, -0.754, -1.562], [1.940, 2.493, -1.037], [2.058, 4.600, -2.685], [3.766, 4.920, -3.002], [3.225, 4.556, -1.362], [4.898, 1.383, -2.407], [5.465, 3.021, -2.751], [4.837, 2.619, -1.148], [3.872, 2.947, -4.753], [2.129, 2.899, -4.466], [4.057, 1.038, -6.234], [4.007, -1.408, -6.520], [3.017, -2.833, -4.764], [2.072, -1.813, -2.742], [-3.093, 0.832, 4.779], [-4.689, 0.277, 6.614], [-6.303, -2.854, 6.713]]
}

***

x:
{
  "formula": "C22H23N3O4",
  "method": "ωB97M-V/def2-TZVPD",
  "mol_weight_g_mol": 393.44,
  "smiles": "O=C(NCc1ccco1)C(=O)c1cn(CC(=O)N2CCCCC2)c2ccccc12",
  "gap_ev": 8.4,
  "charge": 0,
  "homo_energy_ev": -8.11,
  "symbols": ["O", "C", "N", "C", "C", "C", "C", "C", "O", "C", "O", "C", "C", "N", "C", "C", "O", "N", "C", "C", "C", "C", "C", "C", "C", "C", "C", "C", "C", "H", "H", "H", "H", "H", "H", "H", "H", "H", "H", "H", "H", "H", "H", "H", "H", "H", "H", "H", "H", "H", "H", "H"],
  "coordinates": [[-3.083, -0.601, -1.606], [-3.579, 0.353, -1.034], [-4.899, 0.541, -0.882], [-5.901, -0.412, -1.300], [-6.577, -1.045, -0.128], [-6.144, -1.981, 0.765], [-7.201, -2.163, 1.690], [-8.194, -1.323, 1.291], [-7.825, -0.640, 0.195], [-2.798, 1.523, -0.413], [-3.440, 2.452, 0.064], [-1.365, 1.457, -0.430], [-0.564, 0.429, -0.898], [0.736, 0.747, -0.767], [1.840, -0.107, -1.090], [2.420, -0.729, 0.200], [1.915, -0.499, 1.278], [3.483, -1.543, 0.045], [4.212, -1.811, -1.174], [5.597, -1.162, -1.108], [6.353, -1.681, 0.112], [5.528, -1.441, 1.375], [4.144, -2.071, 1.225], [0.842, 1.987, -0.175], [1.965, 2.723, 0.172], [1.760, 3.962, 0.747], [0.474, 4.455, 0.969], [-0.645, 3.726, 0.625], [-0.463, 2.475, 0.048], [-5.171, 1.370, -0.365], [-5.374, -1.168, -1.890], [-6.651, 0.089, -1.920], [-5.195, -2.475, 0.759], [-7.216, -2.827, 2.530], [-9.171, -1.128, 1.684], [-0.877, -0.504, -1.325], [2.612, 0.481, -1.597], [1.487, -0.900, -1.754], [4.329, -2.898, -1.263], [3.663, -1.459, -2.045], [5.483, -0.078, -1.034], [6.148, -1.385, -2.023], [6.537, -2.751, -0.005], [7.320, -1.182, 0.194], [5.412, -0.369, 1.542], [6.029, -1.868, 2.244], [4.234, -3.158, 1.119], [3.516, -1.844, 2.087], [2.964, 2.344, 0.013], [2.612, 4.560, 1.033], [0.359, 5.428, 1.422], [-1.641, 4.100, 0.798]]
}

***

Verdict on stability: w comes out at the bottom.

***

w:
{
  "formula": "C5H8N2OS",
  "method": "ωB97M-V/def2-TZVPD",
  "mol_weight_g_mol": 144.20,
  "smiles": "NC(=O)[C@H]1CCNC1=S",
  "gap_ev": 9.3,
  "charge": 0,
  "homo_energy_ev": -8.66,
  "symbols": ["N", "C", "O", "C", "C", "C", "N", "C", "S", "H", "H", "H", "H", "H", "H", "H", "H"],
  "coordinates": [[-2.302, 1.083, -0.375], [-1.067, 1.203, 0.153], [-0.806, 1.871, 1.129], [-0.004, 0.446, -0.639], [1.391, 0.552, -0.037], [1.570, -0.712, 0.817], [0.629, -1.661, 0.264], [-0.324, -1.159, -0.504], [-1.583, -1.934, -1.180], [-2.491, 0.334, -1.027], [-3.077, 1.466, 0.142], [-0.067, 0.721, -1.690], [1.461, 1.449, 0.578], [2.145, 0.593, -0.822], [2.585, -1.111, 0.765], [1.324, -0.515, 1.867], [0.617, -2.626, 0.559]]
}

***

x:
{
  "formula": "C5H8N2OS",
  "method": "ωB97M-V/def2-TZVPD",
  "mol_weight_g_mol": 144.20,
  "gap_ev": 8.9,
  "charge": 0,
  "homo_energy_ev": -8.54,
  "symbols": ["C", "C", "C", "C", "C", "N", "N", "O", "S", "H", "H", "H", "H", "H", "H", "H", "H"],
  "coordinates": [[-0.818, 1.368, 0.580], [-0.715, 2.313, -0.464], [-0.423, 0.062, 0.505], [-0.413, -0.886, 1.699], [0.655, -1.685, -0.867], [-0.131, 2.134, -1.590], [0.156, -0.393, -0.620], [2.126, 0.998, -1.617], [0.730, 0.790, -1.928], [-1.289, 1.736, 1.551], [-1.111, 3.218, -0.243], [-0.947, -1.961, 1.519], [-0.966, -0.320, 2.440], [0.563, -1.262, 1.976], [1.426, -1.571, -1.569], [1.098, -2.223, 0.034], [0.061, -2.319, -1.407]]
}

***

Verdict on stability: x comes out at the bottom.

***

w:
{
  "formula": "C2H10NO2",
  "method": "ωB97M-V/def2-TZVPD",
  "mol_weight_g_mol": 80.11,
  "gap_ev": [11.3, 3.7],
  "charge": 2,
  "multiplicity": 2,
  "homo_energy_ev": [-20.08, -19.94],
  "symbols": ["C", "C", "N", "H", "H", "H", "H", "H", "H", "H", "H", "O", "H", "H", "O"],
  "coordinates": [[2.272, -0.249, -0.470], [0.593, -0.280, -2.234], [0.915, -0.453, -0.993], [2.274, 0.420, 0.391], [2.643, -1.265, -0.320], [2.898, 0.084, -1.317], [1.150, 0.496, -2.745], [-0.295, -0.693, -2.681], [0.121, -0.394, -0.297], [-1.907, 0.311, -0.338], [-1.960, -0.034, 1.054], [-1.560, -0.412, 0.239], [-1.662, 0.555, 3.434], [-3.090, 1.094, 3.464], [-2.391, 0.819, 2.813]]
}

***

x:
{
  "formula": "C2H10NO2",
  "method": "ωB97M-V/def2-TZVPD",
  "mol_weight_g_mol": 80.11,
  "gap_ev": [12.4, 4.0],
  "charge": 2,
  "multiplicity": 2,
  "homo_energy_ev": [-21.33, -20.34],
  "symbols": ["C", "C", "N", "H", "H", "H", "H", "H", "H", "H", "H", "O", "H", "H", "O"],
  "coordinates": [[-0.079, 1.210, 1.963], [0.369, 0.896, -0.423], [-0.312, 0.623, 0.611], [-0.750, 2.036, 2.153], [-0.187, 0.410, 2.705], [0.893, 1.703, 2.001], [1.394, 1.241, -0.402], [0.140, 0.677, -1.473], [-1.109, 0.035, 0.336], [2.382, -1.493, -1.925], [1.793, -1.894, -0.573], [1.789, -1.134, -1.207], [-1.636, -2.071, -1.309], [-2.810, -1.092, -1.386], [-1.876, -1.149, -1.072]]
}

***

Verdict on stability: w comes out at the bottom.

***

w:
{
  "formula": "C4H7N2O",
  "method": "ωB97M-V/def2-TZVPD",
  "mol_weight_g_mol": 99.11,
  "smiles": "[NH2+]=C1NCC=CO1",
  "gap_ev": 10.7,
  "charge": 1,
  "homo_energy_ev": -14.13,
  "symbols": ["N", "C", "N", "C", "C", "C", "O", "H", "H", "H", "H", "H", "H", "H"],
  "coordinates": [[-0.507, -1.557, 1.824], [-0.046, -0.566, 1.095], [-0.311, -0.716, -0.250], [-0.095, 0.318, -1.306], [0.624, 1.557, -0.775], [0.931, 1.477, 0.529], [0.480, 0.523, 1.469], [-0.212, -1.597, 2.811], [-0.754, -2.446, 1.453], [-0.781, -1.570, -0.455], [-1.015, 0.765, -1.622], [0.309, -0.049, -2.150], [0.755, 2.498, -1.295], [1.333, 2.204, 1.256]]
}

***

x:
{
  "formula": "C4H7N2O",
  "method": "ωB97M-V/def2-TZVPD",
  "mol_weight_g_mol": 99.11,
  "gap_ev": 9.2,
  "charge": 1,
  "homo_energy_ev": -15.17,
  "symbols": ["C", "C", "C", "C", "N", "N", "O", "H", "H", "H", "H", "H", "H", "H"],
  "coordinates": [[1.167, -1.392, 0.111], [2.346, -0.525, -0.099], [0.084, -0.617, 0.148], [-0.018, 1.847, 0.094], [1.967, 0.699, -0.185], [0.604, 0.786, -0.023], [-2.819, -0.407, -0.002], [1.117, -2.480, 0.069], [3.358, -0.886, -0.005], [-0.980, -0.687, 0.143], [-1.089, 1.806, 0.417], [0.654, 2.700, -0.166], [-3.179, 0.443, -0.244], [-3.212, -1.286, -0.258]]
}

***

y:
{
  "formula": "C4H7N2O",
  "method": "ωB97M-V/def2-TZVPD",
  "mol_weight_g_mol": 99.11,
  "smiles": "N=C=C[C@H]([NH3+])C=O",
  "gap_ev": 8.8,
  "charge": 1,
  "homo_energy_ev": -12.83,
  "symbols": ["N", "C", "C", "C", "N", "C", "O", "H", "H", "H", "H", "H", "H", "H"],
  "coordinates": [[-2.950, 0.494, 0.377], [-1.832, 0.067, 0.355], [-0.769, -0.746, 0.267], [0.556, -0.341, -0.447], [1.649, -0.553, 0.593], [0.436, 1.133, -1.118], [-0.593, 1.609, -1.450], [-3.442, 1.324, 0.631], [-0.872, -1.715, 0.943], [0.946, -0.954, -1.220], [2.338, 0.161, 0.652], [2.009, -1.452, 0.401], [1.153, -0.601, 1.564], [1.372, 1.573, -1.546]]
}

***

z:
{
  "formula": "C4H7N2O",
  "method": "ωB97M-V/def2-TZVPD",
  "mol_weight_g_mol": 99.11,
  "smiles": "C[C@H]1C=[N+](N=O)C1",
  "gap_ev": 9.3,
  "charge": 1,
  "homo_energy_ev": -15.66,
  "symbols": ["C", "C", "C", "N", "N", "O", "C", "H", "H", "H", "H", "H", "H", "H"],
  "coordinates": [[0.684, 0.960, -0.232], [0.053, -0.372, -0.377], [0.427, -1.610, 0.377], [-0.749, -1.733, 0.914], [-1.393, -2.928, 1.449], [-2.529, -2.771, 1.541], [-1.255, -0.418, 0.506], [0.778, 1.022, 0.882], [0.038, 1.743, -0.517], [1.563, 1.192, -0.744], [-0.180, -0.659, -1.388], [1.344, -2.160, 0.374], [-1.142, 0.247, 1.253], [-2.205, -0.274, -0.046]]
}

***

Verdict on stability: z comes out at the bottom.

***

w:
{
  "formula": "C2H6S2",
  "method": "ωB97M-V/def2-TZVPD",
  "mol_weight_g_mol": 94.20,
  "smiles": "CSCS",
  "gap_ev": 9.5,
  "charge": 0,
  "homo_energy_ev": -8.63,
  "symbols": ["C", "S", "C", "S", "H", "H", "H", "H", "H", "H"],
  "coordinates": [[-1.325, -0.018, -0.616], [-0.353, 1.099, 0.385], [0.790, -0.105, 0.987], [2.086, -0.265, -0.256], [-0.592, -0.814, -0.905], [-1.618, 0.461, -1.568], [-2.221, -0.417, -0.101], [1.070, 0.294, 1.934], [0.330, -1.035, 1.157], [1.832, 0.800, -1.017]]
}

***

x:
{
  "formula": "C2H6S2",
  "method": "ωB97M-V/def2-TZVPD",
  "mol_weight_g_mol": 94.20,
  "smiles": "C=C.SS",
  "gap_ev": 9.1,
  "charge": 0,
  "homo_energy_ev": -9.15,
  "symbols": ["C", "C", "H", "H", "H", "H", "S", "S", "H", "H"],
  "coordinates": [[1.305, 0.482, -1.465], [1.459, -0.299, -0.397], [1.528, 0.175, -2.476], [0.873, 1.468, -1.337], [1.712, -1.348, -0.480], [1.440, 0.161, 0.583], [-1.732, 0.085, 2.423], [-2.457, 0.269, 0.383], [-2.819, -0.674, 2.723], [-1.309, -0.318, 0.045]]
}

***

Verdict on stability: x comes out at the bottom.

***

w:
{
  "formula": "C2H3O3PS",
  "method": "ωB97M-V/def2-TZVPD",
  "mol_weight_g_mol": 138.08,
  "gap_ev": 5.0,
  "charge": -2,
  "homo_energy_ev": 0.62,
  "symbols": ["C", "C", "O", "O", "O", "P", "S", "H", "H", "H"],
  "coordinates": [[1.559, -0.321, 0.449], [-0.459, -0.317, 0.717], [-0.766, 1.855, -0.750], [-0.509, -0.300, -1.986], [-2.733, 0.140, -0.671], [-1.256, 0.427, -0.890], [0.674, -1.708, 1.114], [1.797, -0.248, -0.626], [2.377, 0.123, 1.064], [-0.683, 0.349, 1.579]]
}

***

x:
{
  "formula": "C2H3O3PS",
  "method": "ωB97M-V/def2-TZVPD",
  "mol_weight_g_mol": 138.08,
  "gap_ev": 4.9,
  "charge": -2,
  "homo_energy_ev": 0.96,
  "symbols": ["C", "C", "O", "O", "O", "P", "S", "H", "H", "H"],
  "coordinates": [[-0.770, -0.981, -0.097], [-0.269, 0.228, 0.516], [1.961, -1.381, 3.736], [3.377, -1.576, 1.574], [3.154, 0.700, 2.761], [2.756, -0.733, 2.627], [-2.148, 0.063, 0.437], [-0.734, -1.280, -1.045], [-0.947, -1.883, 0.408], [-0.022, -0.051, 1.596]]
}

***

Verdict on stability: w comes out at the bottom.